This record from OMol25 describes a 2-piece molecular cluster, C2H8BNO2 overall at a distorted geometry. The level of theory is ωB97M-V/def2-TZVPD.

Structure (XYZ):
```
14
Properties=species:S:1:pos:R:3:lowdin_charge:R:1
B -1.001 0.563 0.072 -0.2864
C 0.856 -1.276 0.032 -0.0588
C 1.347 1.019 0.170 -0.0731
N 0.287 0.044 0.026 -0.0903
O -2.727 -0.971 -0.137 -0.2739
O -1.742 1.628 -0.019 0.2169
H 0.778 -1.493 1.112 0.1057
H 0.203 -2.085 -0.467 0.1176
H 1.856 -1.369 -0.444 0.1023
H 1.235 2.067 -0.173 0.1153
H 1.720 1.250 1.140 0.0883
H 2.191 0.751 -0.307 0.0428
H -2.369 -1.666 -0.568 -0.1598
H -2.634 1.539 -0.437 0.1534
```

Results
E_HOMO	-8.67	eV
LUMO	0.43	eV
F_max	6.1	eV/A
frontier orbital gap	9.10	eV
energy above the lowest of the compared OMol25 structures with the same formula, charge and spin	3.969	eV

---

This record from OMol25 describes C30H34Cl2CoN4O11P2S2Si as an isolated structure. The level of theory is ωB97M-V/def2-TZVPD.

Structure (XYZ):
```
87
Properties=species:S:1:pos:R:3:lowdin_spin:R:1
Co -0.736 0.527 -0.390 2.7713
C -4.582 1.621 0.615 0.0000
C -3.503 2.555 1.148 -0.0003
O -4.072 3.691 1.830 0.0001
P -2.416 1.718 2.325 0.0037
O -3.280 0.747 3.266 0.0019
O -1.979 2.862 3.330 0.0007
O -1.321 0.943 1.701 0.0226
P -2.514 3.246 -0.271 0.0056
O -1.279 3.956 0.477 0.0007
O -3.437 4.287 -0.798 0.0032
O -2.025 2.088 -1.097 0.0381
H -5.240 1.303 1.426 0.0000
H -4.132 0.751 0.132 -0.0001
H -5.166 2.161 -0.131 0.0000
H -4.176 4.346 1.112 0.0001
H -3.097 -0.170 3.023 0.0001
H -2.434 3.680 3.048 0.0001
H -0.436 3.486 0.289 0.0007
Cl -2.994 -5.830 2.598 0.0000
C -1.468 -5.023 2.305 0.0000
C -0.837 -4.419 3.375 0.0000
C 0.362 -3.760 3.169 0.0000
C 0.918 -3.733 1.901 0.0002
C 0.272 -4.352 0.847 0.0002
Cl 1.047 -4.309 -0.707 0.0003
C -0.954 -5.005 1.002 0.0001
N -1.616 -5.660 -0.039 0.0001
C -1.834 -5.021 -1.312 0.0002
C -1.474 -5.733 -2.452 -0.0001
C -1.684 -5.208 -3.713 0.0002
C -2.259 -3.948 -3.839 0.0002
C -2.626 -3.244 -2.708 0.0000
C -2.428 -3.767 -1.427 -0.0001
C -2.865 -2.933 -0.245 0.0013
C -2.078 -1.627 -0.225 0.0026
O -2.554 -0.649 -0.854 0.0287
O -0.972 -1.563 0.363 0.0302
H -1.297 -4.463 4.352 0.0000
H 0.863 -3.268 3.991 0.0000
H 1.856 -3.234 1.707 0.0000
H -2.452 -6.114 0.299 0.0000
H -1.005 -6.699 -2.318 0.0000
H -1.394 -5.773 -4.590 0.0000
H -2.426 -3.520 -4.820 0.0000
H -3.073 -2.260 -2.791 0.0000
H -2.745 -3.460 0.698 0.0002
H -3.918 -2.680 -0.373 0.0005
C 3.990 4.655 -0.115 0.0002
Si 2.824 3.911 -1.388 0.0018
C 1.836 5.299 -2.170 0.0007
C 3.842 3.032 -2.699 0.0005
C 1.683 2.710 -0.645 0.0176
C 0.826 1.892 -0.333 0.0324
H 4.645 5.399 -0.577 0.0000
H 4.613 3.882 0.336 0.0000
H 3.426 5.144 0.683 0.0000
H 2.484 6.084 -2.569 0.0001
H 1.161 5.746 -1.437 0.0000
H 1.219 4.914 -2.985 0.0000
H 4.628 3.676 -3.101 0.0000
H 3.200 2.722 -3.527 0.0002
H 4.303 2.133 -2.284 0.0002
N 2.166 2.834 4.235 0.0028
C 2.554 1.965 3.221 0.0038
C 3.664 2.247 2.422 0.0012
C 3.995 1.418 1.367 0.0030
C 3.247 0.275 1.138 0.0021
C 2.171 -0.048 1.962 0.0032
C 1.835 0.788 3.001 -0.0004
S 3.505 -0.667 -0.310 0.0121
O 4.283 0.081 -1.264 0.0084
O 3.921 -2.008 -0.005 0.0182
N 1.916 -0.726 -0.767 0.2738
C 1.476 -0.719 -1.961 0.0065
S 2.360 -0.986 -3.482 0.1284
C 0.896 -0.875 -4.322 0.3019
C -0.163 -0.564 -3.464 0.0609
N 0.142 -0.463 -2.191 0.1935
H 2.441 3.793 4.084 0.0001
H 1.186 2.767 4.469 0.0001
H 4.229 3.156 2.595 0.0000
H 4.802 1.678 0.694 0.0002
H 1.546 -0.907 1.749 0.0000
H 0.952 0.575 3.589 -0.0001
H 0.835 -0.990 -5.392 0.0135
H -1.177 -0.368 -3.786 -0.0004
```

Results
E_HOMO (alpha / beta)	-6.08 / -6.04	eV
LUMO (alpha / beta)	2.08 / -0.29	eV
F_max	0.5	eV/A
⟨S²⟩	6.04
frontier orbital gap (alpha / beta)	8.16 / 5.75	eV
spin multiplicity	5
total charge	-1
energy above the lowest of the compared OMol25 structures with the same formula, charge and spin	0.612	eV

---

This record from OMol25 describes an isolated molecule of C20H22N8O2S at a distorted geometry. The level of theory is ωB97M-V/def2-TZVPD.

Structure (XYZ):
```
53
Properties=species:S:1:pos:R:3:lowdin_charge:R:1
C 6.314 0.600 2.005 -0.0450
C 5.086 1.064 1.287 -0.2840
C 3.817 0.775 1.771 -0.0503
C 2.686 1.163 1.072 -0.1072
C 2.822 1.835 -0.132 -0.5546
C 4.081 2.156 -0.615 -0.1041
C 5.202 1.773 0.094 -0.0457
H 6.183 2.007 -0.290 0.1208
H 4.175 2.689 -1.549 0.1107
S 1.367 2.240 -1.091 0.9539
C 1.348 0.741 -2.178 -0.3483
C 1.125 -0.432 -1.329 -0.1933
C -0.045 -0.948 -0.783 -0.1406
N 0.289 -1.951 0.064 0.0835
N 1.551 -2.090 0.085 0.0540
N 2.102 -1.186 -0.751 0.0166
C 3.465 -1.167 -0.928 -0.2000
N 4.111 -0.567 -1.886 0.1470
O 5.407 -0.815 -1.690 -0.0690
N 5.611 -1.589 -0.596 0.1234
C 4.431 -1.839 -0.082 -0.3438
N 4.165 -2.523 1.039 0.1619
H 4.901 -3.073 1.444 0.1118
H 3.200 -2.788 1.181 0.0751
C -1.437 -0.558 -1.082 -0.4062
O -1.713 0.257 -1.943 0.0697
N -2.320 -1.231 -0.298 0.0582
N -3.675 -1.176 -0.241 0.0906
C -4.372 -0.449 -1.008 -0.1079
C -5.862 -0.431 -0.877 -0.3039
C -6.353 -1.205 0.346 -0.1729
C -6.125 -0.436 1.610 -0.1062
C -5.850 0.857 1.644 -0.1092
C -5.731 1.708 0.418 -0.1957
C -6.348 1.021 -0.798 -0.1644
H -6.082 1.561 -1.709 0.1127
H -7.436 1.023 -0.706 0.1205
H -6.215 2.673 0.590 0.1105
H -4.671 1.910 0.230 0.1130
H -5.680 1.359 2.587 0.0972
H -6.205 -1.003 2.527 0.0987
H -5.831 -2.161 0.406 0.1045
H -7.422 -1.415 0.242 0.1176
H -6.269 -0.888 -1.789 0.1435
H -3.960 0.193 -1.784 0.1225
H -1.927 -1.884 0.370 0.1305
H 2.291 0.691 -2.720 0.0727
H 0.496 0.898 -2.837 0.0792
H 1.701 0.938 1.454 0.1092
H 3.707 0.234 2.700 0.1127
H 7.032 1.412 2.099 0.0824
H 6.788 -0.201 1.435 0.0715
H 6.070 0.225 2.995 0.0764
```

Results
E_HOMO	-8.93	eV
LUMO	-0.05	eV
F_max	2.0	eV/A
frontier orbital gap	8.88	eV

---

Q: Among the records above, which one has the highest F_max?
A: C2H8BNO2

---

Q: The highest F_max belongs to which entry?
A: C2H8BNO2

---

Q: Among the records above, which one has the highest F_max?
A: C2H8BNO2

---

Q: Which of these has the lowest F_max?
A: C30H34Cl2CoN4O11P2S2Si